No. 1
Computed, not measured: a structure of composition C13H20F14N4NaO12S6, with ωB97M-V/def2-TZVPD.

Structure (XYZ):
```
70
Properties=species:S:1:pos:R:3:forces:R:3
O -0.714082 2.014822 -1.867227 2.9 -0.4 -1.7
S 0.743238 1.850812 -1.865317 1.8 1.1 -3.2
S 2.834378 1.052912 -0.528727 5.4 1.6 2.3
Na 0.771958 0.422982 1.026613 -0.8 1.5 -0.5
H -3.061512 0.058542 -3.134577 -0.5 -0.4 0.8
F 4.854538 -0.574628 0.335063 -1.2 -0.7 -0.7
H -0.266512 -1.222628 -0.005987 -1.1 0.3 -3.0
H 0.726028 -1.523448 -2.949157 -1.5 -1.2 0.7
C -0.131872 -3.320188 -2.078317 0.2 0.8 -0.1
F 2.689508 -0.499098 5.472133 -1.7 -0.1 -1.8
O 2.500458 3.704922 2.022563 -2.6 -0.8 1.3
H -2.196112 1.829392 -0.899527 0.1 -0.3 0.6
H -4.017582 2.351662 0.310843 -0.3 -0.4 0.2
O 0.540208 -2.927738 2.967683 -2.6 -0.8 -2.0
F 1.518208 1.514992 -4.405797 0.2 -0.3 0.0
F 1.521168 -1.299858 3.681543 2.0 2.8 2.9
F 0.386218 4.871142 0.740643 -0.7 -0.9 -0.7
N 1.285868 0.768582 -0.512987 4.3 4.7 -11.6
N 0.053528 -0.979978 1.378473 -7.9 -6.4 8.1
O 3.257768 2.155922 0.370763 -0.9 -3.0 -2.2
H 0.561128 -3.908258 -2.679997 -0.2 -0.2 -0.3
H 1.531088 -1.966498 -1.545037 -0.7 -0.2 0.1
H -3.365622 1.646262 1.899613 -0.7 -0.4 -0.4
F 1.789278 -0.324508 -3.228757 1.8 1.9 -1.1
F 0.424808 2.836832 -0.236407 -1.0 4.5 5.6
H -1.829352 -4.255138 -2.799687 -1.1 0.2 0.4
C -3.156722 2.073452 0.918813 0.7 -0.8 -0.1
F -1.147402 3.314372 1.182613 3.0 1.9 -0.4
H -3.655612 -0.156948 -0.931397 -0.2 0.6 0.4
H -2.665572 2.998522 1.220673 -1.6 -0.7 -0.6
H -0.299192 -3.875208 -1.155247 0.5 0.4 0.2
S -1.205202 -0.790128 2.492063 -3.4 4.5 4.9
O -2.545732 -1.202918 2.144483 1.6 -1.7 0.4
O 3.691278 0.397442 2.567473 -0.9 5.9 6.3
C 0.520588 -1.905128 -1.949047 -1.2 -1.5 0.5
H 0.025198 0.068062 -1.208607 -1.7 -2.2 0.1
O -0.831092 -3.296688 0.935863 0.6 1.8 1.1
H -1.426002 -2.872858 -3.729387 -0.5 0.6 0.0
O 3.039198 2.060262 4.301803 -1.2 -0.7 -1.0
N -1.824552 -0.890178 -1.569327 -0.1 0.2 -0.2
O -0.819322 -0.787478 3.900673 -1.8 -1.2 -3.8
C -0.320112 -0.955248 -1.061327 -1.6 -0.6 -4.5
F 3.004478 -1.672558 -0.453737 2.4 0.3 -1.3
C 1.793638 -0.227448 4.453643 -0.6 1.3 0.8
C -2.134192 1.222632 0.003853 -3.2 1.0 -1.2
F 3.033588 -0.874158 1.458633 -2.1 -4.5 -3.5
C 1.054008 0.750612 -3.431717 1.2 1.5 1.5
F -0.147772 0.356932 -3.717557 2.3 0.1 -2.6
O 0.488978 3.458452 3.556403 0.8 -0.4 -2.0
C -2.687922 -0.154578 -0.429737 1.0 -0.8 -0.9
H -2.719762 -0.856388 0.403653 -0.1 0.1 -0.8
H -1.621622 -0.495838 -3.829637 -0.7 -1.3 1.0
O 1.521178 3.065912 -2.133637 -0.6 -2.4 -0.4
C -1.541642 -3.208638 -2.698867 1.4 0.4 0.7
F -1.453492 0.737172 2.218653 1.5 0.2 1.0
C 3.511578 -0.663178 0.265603 -0.8 1.8 -0.5
F 0.630948 0.334302 5.042253 3.8 -0.9 -0.6
C 0.145398 3.576492 0.884623 0.9 -0.8 2.3
N 1.252688 1.453952 2.226703 5.6 5.4 9.6
C -2.007452 -0.084668 -2.896807 -2.5 -0.5 0.5
H -2.413512 -2.753338 -0.732007 0.8 0.0 0.1
S 2.611248 1.059322 3.336913 2.9 -0.2 -0.4
S 1.242268 3.018592 2.368233 0.4 4.3 0.8
S 0.084188 -2.439008 1.687243 5.7 -11.8 -1.0
F 1.525828 -2.655628 0.866873 -2.3 -0.5 0.5
C -2.368312 -2.298478 -1.721527 -0.3 -0.9 -0.4
O 3.490768 1.085182 -1.817417 -0.6 -0.6 -0.1
H -1.093202 1.207622 0.326713 -1.0 0.0 -0.4
H -3.437842 -2.303378 -1.931717 0.0 0.7 -0.7
H -1.550562 0.902972 -2.834147 -1.5 -0.9 0.7
```
Forces are in eV/Å.

Summary:
2S+1 = 1
Kohn-Sham gap = 8.64 eV
LUMO level = 1.52 eV
Charge = -1

No. 2
Computed, not measured: a cluster of 3 separate species, C13H20F3N5O4P in total, with ωB97M-V/def2-TZVPD.

Structure (XYZ):
```
46
Properties=species:S:1:pos:R:3:forces:R:3
F 1.430353 -0.662749 0.246490 0.0 0.1 -0.2
H 1.837410 3.623920 -0.865834 0.0 0.2 0.1
C -6.451273 -0.758020 0.961799 0.0 0.0 0.0
H -4.406916 -0.503030 0.501808 0.0 0.0 0.0
C 5.235536 -1.188743 -2.676392 -0.1 0.0 -0.4
O 1.688524 4.066294 -1.714337 -0.1 -0.3 -0.1
C -1.541867 -0.375443 4.404847 0.0 0.0 0.0
P 0.368241 3.641615 -2.560312 -0.1 0.1 0.2
N 0.843835 1.911367 -2.970614 0.2 0.0 0.0
O 6.306918 -0.890081 -2.278711 0.4 0.2 0.5
C 2.021746 1.320589 -2.609271 0.1 -0.1 -0.1
H -0.418880 -0.692806 1.450404 -0.1 -0.1 0.1
N 2.107043 0.340698 -1.633160 -0.6 -0.1 -0.1
O -0.752289 3.427156 -1.438764 0.2 0.0 0.0
N -0.651904 -0.778100 2.419038 -0.1 0.0 0.1
O 4.479076 -0.255493 -3.401550 -0.8 -0.2 0.5
H 0.693839 1.781112 -3.969051 -0.1 0.1 0.1
H 5.227282 1.682947 -3.224123 -0.1 -0.1 0.0
C -6.054479 -1.135540 3.142511 0.0 0.0 0.0
H 4.541815 0.989514 -1.738723 0.0 0.0 -0.1
F -0.104009 -0.230621 -1.195582 0.0 0.0 0.0
C 4.446787 1.032129 -2.826209 0.5 0.1 -0.2
H -8.129373 -1.152718 2.295395 0.0 0.0 0.0
H -6.193836 -1.345880 4.189633 0.0 0.0 0.0
H 2.373447 -0.561082 -2.028108 0.5 0.1 0.2
H 3.581799 -2.551017 -2.994169 0.1 0.0 0.0
C -7.068742 -1.034460 2.150664 0.0 0.0 0.0
H -0.478997 3.307349 -0.517675 -0.2 -0.1 -0.1
H 3.141819 2.302202 -3.929092 -0.1 0.0 0.1
H -2.110132 0.079176 5.198770 0.0 0.0 0.0
C 1.040958 0.199505 -0.685841 0.2 0.1 0.0
H -1.937763 0.917305 2.634082 0.0 0.0 0.0
H -3.848843 -0.903241 2.916436 0.0 0.0 0.0
F 0.830151 1.397382 -0.116196 0.0 -0.1 0.0
H 5.179506 -3.299418 -2.882731 0.0 0.1 0.1
N -5.103486 -0.687957 1.198182 0.0 0.0 0.0
C -1.473623 0.071938 3.114060 0.1 0.1 0.0
H -0.573077 -2.150863 5.366371 0.0 0.0 0.0
C -0.736830 -1.543972 4.492128 0.0 0.0 0.0
H -6.853371 -0.606418 -0.025147 0.0 0.0 0.0
H 0.451703 -2.545380 2.896448 0.0 0.0 0.0
C 4.545627 -2.503764 -2.486396 -0.1 -0.1 -0.3
H 4.414613 -2.676013 -1.415460 0.1 0.0 -0.1
C -0.202968 -1.768696 3.253134 0.0 0.0 0.0
N 3.157012 1.624801 -3.175017 0.2 0.0 -0.2
C -4.852383 -0.915487 2.526266 0.0 0.0 0.0
```
Forces are in eV/Å.

Summary:
2S+1 = 1
Kohn-Sham gap = 4.82 eV
LUMO level = -4.82 eV
Charge = +1

No. 3
Computed, not measured: an isolated molecule of C13H20FN3S, with ωB97M-V/def2-TZVPD.

Structure (XYZ):
```
38
Properties=species:S:1:pos:R:3:forces:R:3
C 3.626954 -0.420601 -1.262226 0.2 -0.1 0.2
C -2.059664 -2.508483 -0.177027 -0.1 -0.2 0.0
C -2.524445 -0.794110 1.480898 0.2 0.2 -0.2
H -0.115682 -0.007859 1.228725 0.0 0.1 -0.1
C -0.505542 1.678026 0.213792 0.1 -0.1 0.1
H -1.926887 0.715707 2.911436 -0.1 0.0 -0.1
C 1.780964 0.793504 -0.288502 0.4 -0.5 0.2
H -2.942241 -1.481696 -2.691521 0.0 -0.1 -0.1
C -2.846640 -0.489576 -2.257586 -0.1 0.0 0.3
S -1.578501 2.857049 -0.223552 -0.5 0.6 -0.3
C 3.362893 -0.337501 1.136516 0.2 -0.2 -0.2
N -0.702101 0.816667 1.231366 0.4 0.0 -0.1
C -2.001774 0.610854 1.824170 -0.4 -0.1 0.2
H -1.814326 -0.161441 -2.349229 0.1 0.1 0.0
H -1.218886 -2.817708 0.453693 0.0 0.0 -0.1
H 0.658076 2.159937 -1.330134 -0.1 0.0 0.3
C -3.268220 -0.463773 -0.793760 0.1 0.1 -0.1
H -2.937798 -4.475652 -0.120200 0.0 -0.1 0.0
H -3.338975 0.580539 -0.485329 -0.1 0.0 0.0
H -3.476954 0.191329 -2.823539 0.0 0.0 -0.1
N -2.292506 -1.099178 0.080932 -0.1 0.0 0.1
H -2.664792 1.391605 1.447002 0.1 -0.1 0.1
C -3.242528 -3.450486 0.073604 0.2 0.3 -0.1
N 0.660812 1.594053 -0.491623 -0.1 0.2 -0.2
H -1.736411 -2.603497 -1.215188 0.1 -0.1 0.0
H -1.971725 -1.523201 2.080312 -0.1 -0.1 0.0
H -4.270856 -0.909922 -0.684969 0.0 0.0 0.0
H -3.581553 -3.380138 1.104748 -0.1 0.0 0.1
H -3.586599 -0.854012 1.766743 0.1 0.0 0.1
H 2.167775 0.649841 -2.392408 -0.1 0.0 -0.1
F 5.131466 -1.549737 0.159252 -0.1 0.0 0.0
H 1.742930 0.840887 1.861361 0.0 0.0 0.1
C 2.238626 0.452715 0.985729 -0.1 0.1 -0.2
H 3.725693 -0.604521 2.116286 0.1 0.0 0.1
H 4.185362 -0.760201 -2.119763 0.1 0.0 -0.1
C 2.500854 0.363776 -1.406031 -0.2 0.0 0.2
C 4.037430 -0.774034 0.011389 -0.1 0.1 0.0
H -4.074547 -3.211375 -0.583565 -0.1 0.0 0.0
```
Forces are in eV/Å.

Summary:
SMILES = CCN(CC)CCNC(=S)Nc1ccc(F)cc1
2S+1 = 1
Kohn-Sham gap = 8.78 eV
LUMO level = 0.68 eV

No. 4
Computed, not measured: a structure of composition C13H20FO6Pb, with ωB97M-V/def2-TZVPD.

Structure (XYZ):
```
41
Properties=species:S:1:pos:R:3:forces:R:3
H -2.355330 1.938825 3.400107 0.3 0.7 0.1
H 3.772376 -2.962559 0.937033 -0.6 -0.5 -0.1
H 1.270207 4.181153 -2.759324 -0.3 0.0 -0.1
H 4.669097 -1.324261 -0.211136 0.0 -0.3 0.2
C 1.087605 3.575048 -1.880765 0.7 0.2 0.1
H -5.639456 0.975827 -1.969789 -0.2 0.2 0.0
C 1.356772 3.200893 0.461590 -0.5 -0.5 -0.2
H 3.487138 -1.771363 -1.342315 -0.6 -0.1 0.1
C 3.576002 -1.337115 -0.347614 1.7 0.4 -0.2
H -1.259076 0.659720 3.680847 0.2 -0.3 0.0
C 0.799057 1.930582 0.339337 0.3 -0.4 -1.1
C -5.730570 0.178072 -1.199312 0.8 1.0 -1.4
C 0.852069 -1.851918 1.173738 0.4 0.1 -0.9
O 1.734060 -2.687518 0.536280 -0.4 0.2 0.5
C 1.529249 4.035507 -0.664462 -0.1 -0.5 1.2
H -1.607170 -4.534620 -1.302865 0.6 -0.3 -0.1
O -4.610525 0.230629 -0.402611 0.5 -1.0 0.6
O 1.500614 -1.056743 2.063888 -0.1 -0.2 -0.1
H -0.563053 2.059549 2.947718 -0.1 0.6 0.0
F -0.189320 0.291045 -1.072367 0.1 -0.2 -0.1
H 1.529633 3.475339 1.494188 0.5 0.5 -0.2
C 0.511139 2.319247 -2.011624 -0.3 0.7 -1.2
H -2.087857 -4.156979 -2.945392 0.1 -0.2 -0.1
O -2.147890 -2.603327 -1.628022 0.1 0.8 0.5
H 0.765623 1.234280 1.164680 -0.5 0.2 0.1
Pb -2.550466 -0.913388 0.107497 -1.5 1.0 -0.5
H 3.446370 -0.253012 -0.408164 -1.2 -0.1 0.3
H 0.119747 2.149660 -3.007564 -0.1 -0.8 0.2
H -5.826920 -0.692167 -1.871718 -0.2 -0.5 0.5
H 3.571380 -0.635904 2.121279 -0.4 0.3 0.3
H 2.001935 5.002553 -0.562829 -0.1 0.1 0.0
C 2.870318 -1.469004 2.093658 0.0 0.3 0.4
C 0.383798 1.491375 -0.932903 0.2 0.9 1.1
O -1.819754 0.964009 1.688095 0.3 -0.4 -0.3
H -0.497039 -3.633703 -2.445542 0.2 0.0 0.3
H 3.031157 -2.133793 2.943951 -0.1 0.1 0.1
C 3.019603 -2.182750 0.799193 1.5 -0.1 -1.1
C -1.528721 -3.755824 -2.078832 -1.2 0.4 0.1
H -6.694984 0.413475 -0.724014 0.0 -0.4 0.4
C -1.483985 1.452460 2.935200 -0.6 -1.3 -0.4
O -0.292833 -1.803301 0.880884 0.5 -0.4 0.9
```
Forces are in eV/Å.

Summary:
2S+1 = 1
Kohn-Sham gap = 6.11 eV
LUMO level = 2.33 eV
Charge = -1

No. 5
Computed, not measured: an isolated molecule of C13H20N2, with ωB97M-V/def2-TZVPD.

Structure (XYZ):
```
35
Properties=species:S:1:pos:R:3:forces:R:3
C -0.061403 1.554913 -0.038651 0.0 -0.1 0.1
H -2.105874 4.088387 1.268009 0.0 0.1 0.0
H 0.341754 -3.833441 1.260770 0.0 0.0 0.1
C 0.033506 0.043894 0.275196 0.0 0.0 -0.2
C 1.038462 -1.904366 1.468271 0.1 0.0 0.1
C 0.277424 -2.823750 0.869312 0.4 0.0 0.3
N -0.761100 -1.818772 -1.146796 -0.4 -0.1 -0.3
C -1.296577 3.725596 0.637466 0.0 -0.2 0.1
H -0.786607 2.079502 1.914631 0.0 -0.1 0.0
C -0.544706 1.474167 -1.473171 0.1 0.1 0.5
C -1.560072 -3.910257 -0.416770 -0.1 0.0 0.0
H -0.974572 -4.817603 -0.555317 0.0 -0.1 0.0
H 1.044931 0.085521 2.163983 0.1 0.0 0.0
N -0.515232 0.350071 -2.031038 -0.3 -0.2 -0.7
H -2.206747 -3.764222 -1.275881 0.0 0.0 0.0
H -0.401936 4.291097 0.883846 0.1 0.1 0.0
C 0.048768 -0.642093 -1.126332 0.6 0.1 0.6
H 2.123117 -0.212705 0.810149 0.1 0.1 0.0
H 1.619310 2.397975 1.039301 0.1 0.1 0.1
C -0.651305 -2.723803 -0.267458 -0.2 0.0 -0.3
H -2.054609 1.725274 0.739546 0.0 -0.1 0.1
H -0.886871 2.341652 -2.015760 -0.1 0.3 -0.2
H 2.083369 -0.117846 -1.689176 0.1 0.1 0.0
H -0.923882 -0.250198 0.725372 0.1 0.1 0.0
H -1.561831 3.924105 -0.397552 0.0 0.1 -0.1
C 1.437746 -0.991611 -1.682893 -0.2 0.0 0.1
H -2.166831 -4.031196 0.479477 -0.1 -0.1 0.1
C -1.095825 2.232766 0.876428 0.1 0.1 -0.1
C 1.127876 -0.437302 1.204727 -0.3 0.1 -0.2
H 1.181507 3.279023 -0.428795 0.1 0.1 0.0
C 1.280589 2.289560 0.010883 -0.2 -0.1 -0.1
H 1.304749 -1.332789 -2.706387 0.0 0.0 -0.1
H 1.678761 -2.237546 2.278764 0.0 -0.2 0.0
H 2.039768 1.753562 -0.552992 0.1 0.0 0.0
H 1.894339 -1.787564 -1.101164 0.1 0.0 0.0
```
Forces are in eV/Å.

Summary:
SMILES = CC[C@]1(C)C=N[C@]2(C)N=C(C)C=CC[C@H]21
2S+1 = 1
Kohn-Sham gap = 9.74 eV
LUMO level = 0.75 eV

- The lowest Kohn-Sham gap belongs to which entry?
  C13H20F3N5O4P